{
  "formula": "C3H5N3",
  "method": "wB97M-V/def2-TZVPD",
  "energy_ev": -7661.596,
  "gap_ev": 10.59,
  "e_above_lowest_kcal_mol": 19.8,
  "homo_ha": -0.3640,
  "multiplicity": 1,
  "species": ["C", "N", "C", "N", "N", "C", "H", "H", "H", "H", "H"],
  "xyz": [[0.100, -0.349, -1.398], [0.003, -0.172, 0.035], [-1.122, 0.098, 0.759], [-0.821, 0.603, 1.922], [0.549, 0.682, 1.987], [1.015, 0.221, 0.862], [-0.208, 0.574, -1.895], [-0.524, -1.174, -1.746], [1.140, -0.555, -1.655], [-2.123, -0.112, 0.408], [2.060, 0.119, 0.596]],
  "atomic_forces_ev_per_a": [[0.019, -0.026, -0.181], [-0.042, 0.218, 0.215], [-0.047, 0.031, 0.021], [-0.050, -0.182, -0.106], [0.146, -0.168, -0.060], [0.017, 0.042, 0.039], [0.049, -0.143, -0.070], [0.060, 0.055, 0.114], [-0.126, -0.037, 0.001], [0.137, 0.093, -0.012], [-0.163, 0.116, 0.040]]
}